{
  "formula": "C4H4HoO6",
  "method": "the ωB97M-V functional and the def2-TZVPD basis",
  "lumo_energy_ha": [-0.422, -0.411],
  "s2": 8.75,
  "charge": 2,
  "spin_multiplicity": 6,
  "symbols": ["O", "C", "C", "O", "H", "H", "H", "C", "O", "O", "H", "O", "C", "O", "Ho"],
  "positions_angstrom": [[1.864, -1.035, -0.985], [0.823, -1.452, -0.464], [-0.184, -0.521, 0.140], [-1.484, -0.880, -0.261], [-0.024, -0.893, 1.210], [0.509, -2.488, -0.674], [0.031, 0.473, -0.290], [-2.364, 0.106, -0.486], [-2.227, 1.004, -1.271], [-3.440, -0.047, 0.263], [-3.451, -0.913, 0.695], [2.811, 2.119, 0.015], [2.032, 2.472, 0.939], [1.269, 1.846, 1.651], [3.835, 0.208, -0.482]],
  "forces_ev_per_angstrom": [[1.9, 0.6, 1.3], [-1.4, 0.2, -2.5], [0.3, -1.3, -0.2], [1.7, -1.9, 0.7], [-0.4, 1.7, -0.4], [0.3, 0.0, 0.5], [0.1, 0.1, 1.2], [-1.8, 2.2, -0.8], [0.7, -0.8, 0.8], [-0.2, -0.1, -0.2], [0.0, 0.1, 0.1], [-0.9, 3.0, 1.7], [-1.9, -8.4, 0.4], [2.8, 5.4, -2.0], [-1.3, -0.6, -0.6]]
}